{
  "formula": "C2H4N2S3",
  "method": "the ωB97M-V functional and the def2-TZVPD basis",
  "symbols": ["S", "C", "S", "C", "N", "N", "S", "H", "H", "H", "H"],
  "positions_angstrom": [[-0.7469, 2.3998, 1.8422], [0.2668, 1.8504, 0.6121], [1.3964, 2.9589, -0.1971], [0.4739, 0.4489, 0.3651], [-0.6029, -0.5127, 0.7476], [-0.1882, -1.4460, 1.4474], [-1.1255, -2.6192, 2.1206], [1.5668, 2.0554, -1.1363], [0.3644, 0.3310, -0.7227], [1.4803, 0.1062, 0.8612], [0.0142, -3.1928, 2.7162]],
  "mulliken_charge": [-0.204, 0.180, -0.122, -0.357, -0.251, -0.042, -0.102, 0.137, 0.235, 0.342, 0.184],
  "charge": 0,
  "orbital_gap_ha": 0.3027,
  "relative_energy_kcal_mol": 62.8
}